Record 1
Below is a structure of composition C44H54FeNO3P3S, with properties calculated with wB97M-V/def2-TZVPD.

Each line ends with the Mulliken spin population.
Positions of all 107 atoms, in Å:
1 Fe -0.20237 0.04711 -0.39875  3.603
2 S -2.09944 0.01513 -2.98993  0.013
3 P -1.75213 -1.88823 0.03039  0.120
4 P 2.18555 -0.02442 -1.21587  0.075
5 P -0.56122 1.91325 1.12048  -0.053
6 O -1.47159 0.74962 -1.81312  0.099
7 O 0.41958 -1.40699 -2.43034  0.037
8 O -2.85895 0.91469 -3.84118  0.005
9 N 1.22858 -0.37392 1.44871  0.419
10 C 1.99908 -1.45097 1.15163  -0.077
11 C -0.10875 -2.35205 -3.34292  0.001
12 C -3.24035 -2.65302 4.31783  0.000
13 C 1.02111 0.19279 2.65020  0.049
14 C -5.50785 -2.71102 -1.45325  0.000
15 C 0.47709 -5.22597 -0.86639  0.002
16 C -0.21567 4.54520 0.14214  0.008
17 C -0.22871 1.85793 3.90979  -0.048
18 C 0.25537 3.60718 1.24667  0.044
19 C 0.04721 -3.92337 -0.67988  -0.019
20 C -1.99755 -4.72338 0.26103  0.001
21 C 1.77250 3.45810 1.21523  -0.012
22 C 3.97177 0.46993 -1.55694  0.024
23 C 1.48442 0.16045 -3.98172  -0.003
24 C -3.43824 -1.01436 -2.13753  0.021
25 C 2.22333 -2.55707 1.99396  0.120
26 C -4.62114 -1.00099 -2.85740  -0.002
27 C -3.26473 -1.86574 -1.04643  0.020
28 C -2.32920 2.37110 1.51821  0.001
29 C -3.08120 2.57330 0.20466  0.002
30 C -1.20860 -3.65047 -0.14886  -0.034
31 C -0.06246 2.06224 6.39898  -0.008
32 C 1.71505 -0.10721 3.84595  0.183
33 C 2.53995 -1.49901 -0.16327  0.049
34 C -5.67046 -1.83145 -2.50888  0.000
35 C 1.66610 -0.83432 -2.84042  0.000
36 C -1.58407 -6.02531 0.04793  0.001
37 C 4.66210 0.82507 -0.24380  0.004
38 C -4.33008 -2.71889 -0.73200  -0.005
39 C -1.53034 -2.59833 2.65062  0.010
40 C 0.35531 1.44769 5.10488  0.142
41 C -0.35064 -6.28247 -0.53068  0.001
42 C -2.44330 -2.12190 1.71214  -0.005
43 C 3.59114 -3.63054 0.31479  0.063
44 C -3.75105 -1.86486 2.10773  -0.002
45 C 3.33832 -2.56583 -0.54584  -0.010
46 C 2.99040 -3.61678 1.57471  -0.034
47 C -4.14785 -2.14524 3.40327  0.000
48 C 1.36670 0.48715 5.03638  -0.061
49 C 0.07930 1.25959 2.70522  0.158
50 C -2.99553 1.24353 2.29072  0.018
51 C 4.10735 1.64048 -2.52424  0.001
52 C 4.47208 -4.77613 -0.07306  -0.001
53 C -1.92345 -2.86569 3.94516  -0.011
54 H -1.26703 4.79612 0.25266  0.000
55 H -3.26830 1.60445 -0.25532  0.001
56 H 1.75067 -2.59614 2.96276  -0.002
57 H 2.11792 2.78022 1.99531  0.000
58 H 4.59270 0.01892 0.48252  -0.001
59 H 1.46322 -5.41216 -1.26996  -0.002
60 H -2.86188 0.32740 1.72063  -0.012
61 H 0.69641 -3.10111 -0.93102  0.046
62 H -0.51381 -2.78835 2.33880  0.003
63 H 5.29356 -4.87612 0.63785  0.007
64 H 5.71602 1.01483 -0.43699  0.000
65 H -4.71024 -0.31133 -3.68480  0.001
66 H -2.92607 -4.56407 0.78531  0.000
67 H 4.88983 -4.64713 -1.06894  -0.001
68 H 3.14159 -4.46020 2.23227  0.004
69 H -2.57770 1.09236 3.28199  0.001
70 H 2.09081 3.07117 0.24786  0.005
71 H 3.90791 -5.70861 -0.04348  0.006
72 H -1.20720 -3.25530 4.65344  -0.001
73 H -4.46690 -1.45580 1.40932  0.000
74 H 2.24238 4.42826 1.37353  0.000
75 H -2.51128 3.16388 -0.50710  -0.002
76 H 2.34825 -1.64485 -3.14160  -0.001
77 H 4.22620 1.72305 0.18810  -0.001
78 H 1.01706 1.07506 -3.62220  0.000
79 H -0.04059 4.01627 2.22151  0.005
80 H 5.11035 2.05446 -2.44733  0.000
81 H 1.89268 0.21620 5.93962  0.001
82 H -2.32765 3.30020 2.09885  0.001
83 H -0.96111 -2.82691 -2.85915  0.001
84 H 2.55208 -0.78606 3.81627  0.001
85 H -6.59438 -1.81116 -3.06419  0.000
86 H -1.08634 2.42570 6.33791  0.002
87 H -0.02839 -7.30156 -0.68465  0.000
88 H -5.17405 -1.97437 3.69160  0.000
89 H -4.06187 1.42731 2.39788  0.000
90 H 2.44035 0.39369 -4.43827  -0.001
91 H 0.58121 2.90749 6.64565  0.017
92 H 0.84589 -0.25791 -4.75626  0.000
93 H 3.77370 -2.58466 -1.53674  0.002
94 H 0.64447 -3.11159 -3.57224  0.002
95 H 3.39987 2.43017 -2.28689  -0.001
96 H 0.01135 1.34048 7.20782  0.005
97 H -3.55675 -2.88725 5.32089  0.000
98 H 3.95423 1.34314 -3.55478  0.000
99 H -4.03682 3.06316 0.38135  0.001
100 H -0.94140 2.67049 3.93049  -0.001
101 H -0.43780 -1.87831 -4.26928  0.000
102 H -6.29699 -3.39630 -1.18098  0.000
103 H -2.22426 -6.84181 0.35084  0.000
104 H -0.06107 4.09552 -0.83712  -0.001
105 H -4.25270 -3.40401 0.09524  0.001
106 H 0.35173 5.47328 0.18375  0.001
107 H 4.45298 -0.41930 -1.98184  0.002

Its HOMO-LUMO gap (alpha / beta) is 7.8 / 5.1 eV. As for the spin multiplicity: 6. The calculation puts the total energy at -127221.072 eV. Its net charge is +1. The calculation puts the LUMO energy (alpha / beta) at -2.167 / -4.807 eV.

=====

Record 2
Below is a structure of composition C44H54Ge2N3Os, with properties calculated with wB97M-V/def2-TZVPD.

Each line ends with the Mulliken spin population.
Positions of all 104 atoms, in Å:
1 Os 0.11052 0.20869 0.26190  0.000
2 Ge -0.18633 2.65843 -0.09695  0.034
3 Ge 2.01116 3.89591 0.74863  0.002
4 N -2.67708 -7.40368 0.05017  0.000
5 N 0.32112 -0.56498 2.07583  0.003
6 N 1.93513 -0.40140 -0.03270  -0.002
7 C -2.20753 5.16595 2.73630  0.256
8 C 5.01635 -0.10961 0.62562  0.000
9 C -2.77028 -1.00927 3.49429  0.002
10 C 2.16650 3.32359 2.59915  0.000
11 C 4.30137 0.66909 1.72072  0.000
12 C -0.21404 4.45341 -3.90590  0.000
13 C 0.15645 4.05396 -2.62853  0.002
14 C 2.93979 -0.18693 -1.05774  0.003
15 C 1.05457 0.05269 -2.76149  0.001
16 C -2.77905 3.84448 0.37016  0.145
17 C -1.22792 4.37229 2.10549  0.125
18 C 2.13643 -1.40195 0.81155  -0.002
19 C 3.33955 3.30714 -0.53346  0.002
20 C -2.51328 -6.26713 -0.00973  -0.001
21 C -1.69021 2.51979 -2.57674  0.006
22 C -1.37499 -0.07819 5.35263  0.001
23 C 3.44314 -0.12562 -3.40560  -0.002
24 C -0.57244 3.07782 -1.95242  -0.010
25 C 1.52499 5.76355 0.58359  -0.001
26 C 1.30555 -2.40661 2.99608  0.000
27 C -1.52507 -0.17036 3.82650  0.010
28 C -1.84832 -2.09346 -0.24587  0.001
29 C -2.30220 -4.84493 -0.08867  0.001
30 C -1.53642 -2.80169 0.91501  0.002
31 C 5.58187 -1.43712 1.14004  0.000
32 C 0.31136 -1.96360 3.84200  -0.003
33 C -2.42994 -2.78596 -1.31100  0.000
34 C -1.61326 -0.61483 -0.36174  0.004
35 C 0.46886 -1.31838 -3.03366  0.000
36 C -3.48185 5.27369 2.19436  0.018
37 C -2.07277 2.92977 -3.84720  0.001
38 C -3.77290 4.61101 1.01744  0.238
39 C -1.75356 -4.16617 0.99405  -0.003
40 C -0.30714 -0.84493 3.25549  0.000
41 C 2.50543 -0.06657 -2.38566  0.003
42 C 4.31602 -0.20818 -0.73527  -0.001
43 C 0.83278 0.96725 -3.95101  0.001
44 C 5.20703 -0.24711 -1.80912  -0.001
45 C -2.65594 -4.14719 -1.24119  -0.001
46 C -1.32935 3.89310 -4.51516  0.001
47 C -1.50137 3.69821 0.92381  -0.037
48 C -1.69662 1.21369 3.25717  0.017
49 C 4.78932 -0.24247 -3.12076  0.000
50 C 1.30811 -1.53690 1.90178  -0.002
51 H 3.12182 -0.08992 -4.43864  0.000
52 H -3.11664 -4.67248 -2.06698  0.000
53 H -2.74001 -2.25026 -2.19550  0.000
54 H -4.23408 5.87982 2.68141  0.009
55 H -0.22922 1.07875 -4.15448  0.000
56 H -2.99745 -0.99684 2.42545  0.000
57 H 5.89081 0.50043 0.38106  0.000
58 H 5.04118 1.05911 2.42249  0.000
59 H 6.26399 -1.24654 1.97102  0.000
60 H -4.75907 4.69448 0.57827  -0.009
61 H -0.44631 0.42113 5.63545  0.000
62 H 4.81282 -2.11281 1.51820  0.000
63 H -2.60494 1.67906 3.64816  -0.002
64 H 3.20888 3.45403 2.90100  0.000
65 H 0.36335 5.20912 -4.42388  0.000
66 H 0.48066 0.53005 -1.89092  -0.002
67 H -0.57590 -1.23970 -3.31918  0.000
68 H -1.62216 4.21139 -5.50754  0.000
69 H -2.94798 2.49644 -4.31568  0.000
70 H 1.00718 -1.76248 -3.87392  0.000
71 H -1.12309 -2.29389 1.77591  0.002
72 H -1.80730 1.19090 2.17260  -0.017
73 H -1.50142 -4.71133 1.89399  0.000
74 H 1.97613 -3.24125 3.14787  0.000
75 H -2.20985 0.49458 5.76001  0.000
76 H 6.26941 -0.26265 -1.59097  0.000
77 H -0.84469 1.85216 3.49922  0.001
78 H 1.55047 3.95462 3.23999  0.004
79 H 0.63674 6.01181 1.16050  0.003
80 H 1.26906 1.95402 -3.80556  0.000
81 H 5.51421 -0.29225 -3.92218  0.000
82 H -2.28515 1.75843 -2.08045  0.003
83 H 2.96003 -2.07612 0.62284  0.000
84 H -1.96523 5.69341 3.65122  -0.009
85 H -3.63140 -0.59531 4.02407  0.000
86 H 1.38524 6.06603 -0.45201  0.001
87 H -0.25179 4.29540 2.56446  0.112
88 H 1.28205 0.51959 -4.84013  0.000
89 H -2.17664 -0.03620 0.41380  -0.002
90 H 1.90075 2.28029 2.74409  0.000
91 H 0.56244 -1.99248 -2.18119  0.000
92 H 3.76181 1.51144 1.29948  0.000
93 H 4.32336 3.57417 -0.13244  0.000
94 H -2.64879 -2.04772 3.80524  0.000
95 H -1.89482 -0.24282 -1.34772  -0.001
96 H -1.39634 -1.06137 5.82346  0.000
97 H 3.60454 0.07423 2.30800  0.000
98 H 6.13825 -1.96442 0.36504  0.000
99 H 2.37088 6.32683 0.99333  0.000
100 H 0.03978 -2.39342 4.79312  0.000
101 H 3.32230 2.23205 -0.70405  -0.002
102 H 1.02328 4.51575 -2.17184  0.001
103 H 3.20189 3.83022 -1.47817  0.000
104 H -3.02570 3.37898 -0.57756  0.093

Its HOMO-LUMO gap (alpha / beta) is 6.4 / 2.8 eV. Its energy above the lowest of the compared OMol25 structures with the same formula, charge and spin is 16.8 kcal/mol. As for the spin multiplicity: 2. The calculation puts the total energy at -166455.832 eV. Its net charge is +2. The calculation puts the LUMO energy (alpha / beta) at -6.578 / -10.245 eV.

=====

Question: Which of these has the highest net charge?
Answer: C44H54Ge2N3Os

=====

Question: Which formula does entry 1 have?
Answer: C44H54FeNO3P3S